1.
# C4H7BrNS

A gas-phase ion, C4H7BrNS (charge +1) at a distorted geometry (wB97M-V/def2-TZVPD, OMol25).

Geometry as ORCA input:
```
! RIJCOSX wB97M-V def2-TZVPD def2/J DEFGRID3
* xyz 1 1
N 0.25 -1.52 -0.27
C 0.61 0.00 0.00
Br 2.56 0.07 -0.17
C 0.11 0.44 1.36
C -1.04 1.14 1.17
S -1.58 1.61 -0.33
C -0.29 0.79 -1.23
H 0.63 -1.79 -1.25
H -0.81 -1.57 -0.39
H 0.68 -2.26 0.47
H 0.65 0.01 2.17
H -1.53 1.62 2.07
H 0.45 1.49 -1.63
H -0.68 -0.04 -1.97
*
```

Output
Gap between HOMO and LUMO ... 8.978 eV
Relative energy (zero: lowest compared OMol25 entry of this formula, charge and spin) ... 44.4 kcal/mol
HOMO energy ... -0.47118 Eh
Structure (SMILES) ... [NH3+][C@]1(Br)C=CSC1

---

2.
# C4H7BrO

C4H7BrO in the gas phase at a distorted geometry (wB97M-V/def2-TZVPD, OMol25).

Geometry as ORCA input:
```
! RIJCOSX wB97M-V def2-TZVPD def2/J DEFGRID3
* xyz 0 1
C -0.77 0.49 -1.45
C 0.54 -0.08 -0.89
C 0.33 -0.81 0.38
O 1.26 -0.79 1.46
C 0.39 0.15 2.00
Br -0.90 -0.39 3.27
H -1.52 -0.29 -1.54
H -0.60 0.92 -2.43
H -1.17 1.26 -0.80
H 1.28 0.71 -0.76
H 0.96 -0.78 -1.62
H -0.43 -1.58 0.45
H 0.63 1.19 1.93
*
```

Output
Gap between HOMO and LUMO ... 9.386 eV
Relative energy (zero: lowest compared OMol25 entry of this formula, charge and spin) ... 57.2 kcal/mol
HOMO energy ... -0.30953 Eh
Structure (SMILES) ... CC[C@H]1O[C@@H]1Br

---

3.
# C4H7BrO3S

A molecular structure, C4H7BrO3S at a distorted geometry (wB97M-V/def2-TZVPD, OMol25).

Geometry as ORCA input:
```
! RIJCOSX wB97M-V def2-TZVPD def2/J DEFGRID3
* xyz 0 1
C 0.44 0.59 -1.13
C -1.00 0.82 -0.65
C 0.08 -1.15 1.01
C 1.21 0.24 0.13
O -1.50 -1.57 -1.05
O -2.55 -0.78 0.96
O 1.19 1.36 0.93
S -1.37 -0.78 0.12
Br 2.92 -0.61 -0.08
H 0.40 -0.31 -1.85
H 0.79 1.49 -1.50
H -1.05 1.85 -0.11
H -1.70 0.62 -1.48
H 0.55 -2.20 0.89
H -0.15 -0.88 2.08
H 1.74 1.29 1.74
*
```

Output
Gap between HOMO and LUMO ... 10.336 eV
Relative energy (zero: lowest compared OMol25 entry of this formula, charge and spin) ... 27.3 kcal/mol
HOMO energy ... -0.36766 Eh

---

4.
# C4H7BrOS

C4H7BrOS in the gas phase at a distorted geometry (wB97M-V/def2-TZVPD, OMol25).

Geometry as ORCA input:
```
! RIJCOSX wB97M-V def2-TZVPD def2/J DEFGRID3
* xyz 0 1
C 0.20 0.70 -0.11
C 0.57 -0.79 0.24
C -1.29 0.92 -0.30
C -0.05 -1.27 1.50
O -3.03 -0.76 0.41
S -2.08 0.12 1.11
Br 0.56 -0.71 3.16
H 0.70 1.34 0.77
H 0.83 1.01 -0.91
H 0.33 -1.42 -0.50
H 1.73 -1.02 0.36
H -1.43 1.93 -0.37
H -1.55 0.50 -1.26
H -0.60 -2.20 1.36
*
```

Output
Gap between HOMO and LUMO (alpha / beta) ... 7.910 / 7.711 eV
Relative energy (zero: lowest compared OMol25 entry of this formula, charge and spin) ... 48.5 kcal/mol
HOMO energy (alpha / beta) ... -0.29661 / -0.29250 Eh

---

5.
# C4H7Cl

A molecular structure, C4H7Cl at a distorted geometry (wB97M-V/def2-TZVPD, OMol25).

Geometry as ORCA input:
```
! RIJCOSX wB97M-V def2-TZVPD def2/J DEFGRID3
* xyz 0 1
C -0.11 0.34 0.57
C 1.19 0.98 -0.04
C 1.53 -0.42 -0.71
C 0.68 -0.85 0.54
H -0.28 0.63 1.52
H 1.93 1.21 0.92
H 1.01 2.18 -0.60
H 0.61 -0.91 -1.36
H 2.49 -0.70 -1.18
H 0.31 -1.94 0.96
H 1.30 -0.71 1.33
Cl -1.59 0.00 -0.22
*
```

Output
Gap between HOMO and LUMO ... 11.013 eV
Relative energy (zero: lowest compared OMol25 entry of this formula, charge and spin) ... 89.1 kcal/mol
HOMO energy ... -0.36969 Eh

---

6.
# C4H7Cl2N3O

A gas-phase ion, C4H7Cl2N3O (charge +2) at a distorted geometry (wB97M-V/def2-TZVPD, OMol25).

Geometry as ORCA input:
```
! RIJCOSX wB97M-V def2-TZVPD def2/J DEFGRID3
* xyz 2 1
H -0.71 1.25 -1.82
N -0.37 0.36 -1.50
C -1.13 -0.63 -1.58
N -0.61 -1.87 -1.17
C 0.71 -2.17 -1.01
Cl 1.08 -3.75 -1.26
N 1.69 -1.25 -0.68
C 1.59 -0.21 0.21
Cl 2.91 0.87 0.10
O 0.67 -0.06 1.03
C 0.43 1.05 1.93
H -2.05 -0.51 -2.02
H -1.32 -2.64 -1.15
H 2.55 -1.36 -1.04
H 0.85 1.88 1.55
H 0.91 0.71 2.85
H -0.56 1.16 1.88
*
```

Output
Gap between HOMO and LUMO ... 8.963 eV
Relative energy (zero: lowest compared OMol25 entry of this formula, charge and spin) ... 27.5 kcal/mol
HOMO energy ... -0.70583 Eh
Structure (SMILES) ... [H]/N=C/[NH+]=C(Cl)\[NH+]=C(\Cl)OC

---

7.
# C4H7Cl3S

C4H7Cl3S in the gas phase at a distorted geometry (wB97M-V/def2-TZVPD, OMol25).

Geometry as ORCA input:
```
! RIJCOSX wB97M-V def2-TZVPD def2/J DEFGRID3
* xyz 0 1
S 0.74 -1.73 1.57
C 0.22 -0.50 0.23
C 0.97 -1.00 -1.03
Cl 0.85 0.00 -2.51
C 0.74 0.83 0.78
Cl 0.40 2.19 -0.31
C -1.25 -0.47 -0.10
Cl -2.29 0.05 1.29
H -0.21 -1.26 2.40
H 2.05 -1.01 -0.85
H 0.65 -2.05 -1.20
H 0.23 1.09 1.72
H 1.85 0.74 0.88
H -1.56 -1.49 -0.44
H -1.40 0.30 -0.89
*
```

Output
Gap between HOMO and LUMO ... 10.444 eV
Relative energy (zero: lowest compared OMol25 entry of this formula, charge and spin) ... 0.0 kcal/mol
HOMO energy ... -0.36337 Eh
Structure (SMILES) ... SC(CCl)(CCl)CCl

---

8.
# C4H7ClF2

C4H7ClF2 in the gas phase at a distorted geometry (wB97M-V/def2-TZVPD, OMol25).

Geometry as ORCA input:
```
! RIJCOSX wB97M-V def2-TZVPD def2/J DEFGRID3
* xyz 0 1
F 1.08 -1.74 0.99
C 1.51 -0.85 0.00
C 0.85 0.48 0.17
C -0.53 0.70 -0.53
C -1.74 0.14 0.19
F -1.67 0.44 1.52
Cl -1.92 -1.68 -0.04
H 1.37 -1.30 -0.95
H 2.58 -0.71 0.16
H 1.52 1.24 -0.30
H 0.74 0.75 1.26
H -0.65 1.74 -0.67
H -0.50 0.22 -1.55
H -2.62 0.57 -0.25
*
```

Output
Gap between HOMO and LUMO ... 11.772 eV
Relative energy (zero: lowest compared OMol25 entry of this formula, charge and spin) ... 0.0 kcal/mol
HOMO energy ... -0.40095 Eh
Structure (SMILES) ... FCCC[C@H](F)Cl

---

9.
# C4H7ClN

A gas-phase ion, C4H7ClN (charge +1) at a distorted geometry (wB97M-V/def2-TZVPD, OMol25).

Geometry as ORCA input:
```
! RIJCOSX wB97M-V def2-TZVPD def2/J DEFGRID3
* xyz 1 1
Cl 0.19 0.46 -2.52
C -0.63 -0.31 -1.08
C -1.10 0.70 -0.02
N -0.10 0.08 1.00
C 1.34 0.13 0.53
C 0.48 -0.96 0.01
H -1.31 -1.14 -1.51
H -0.71 1.77 -0.16
H -2.06 0.45 0.43
H -0.32 0.06 2.00
H 2.13 -0.24 1.18
H 1.60 0.94 0.00
H 0.51 -1.94 0.14
*
```

Output
Gap between HOMO and LUMO ... 11.660 eV
Relative energy (zero: lowest compared OMol25 entry of this formula, charge and spin) ... 62.8 kcal/mol
HOMO energy ... -0.55780 Eh
Structure (SMILES) ... Cl[C@@H]1C[N@@H+]2C[C@H]12

---

10.
# C4H7ClN2

2 unconnected molecules or ions with the total composition C4H7ClN2 at a distorted geometry (wB97M-V/def2-TZVPD, OMol25).

Geometry as ORCA input:
```
! RIJCOSX wB97M-V def2-TZVPD def2/J DEFGRID3
* xyz 0 3
C -0.77 -1.32 0.46
C -0.69 -0.14 0.01
C 0.65 0.44 0.20
C -1.82 0.79 -0.37
N 1.20 1.36 0.74
N 2.06 -1.10 -0.53
Cl 3.43 -0.24 -0.01
H -1.76 -1.87 0.53
H 0.06 -1.70 1.04
H -2.75 0.38 -0.66
H -1.96 1.37 0.53
H -1.67 1.50 -1.20
H 2.15 1.62 0.78
H 1.88 -1.09 -1.53
*
```

Output
Gap between HOMO and LUMO (alpha / beta) ... 6.406 / 7.852 eV
Relative energy (zero: lowest compared OMol25 entry of this formula, charge and spin) ... 61.0 kcal/mol
HOMO energy (alpha / beta) ... -0.21147 / -0.35739 Eh

---

11.
# C4H7ClN2O

C4H7ClN2O in the gas phase at a distorted geometry (wB97M-V/def2-TZVPD, OMol25).

Geometry as ORCA input:
```
! RIJCOSX wB97M-V def2-TZVPD def2/J DEFGRID3
* xyz 0 1
O 0.49 2.13 0.22
C -0.07 1.06 0.14
N -1.42 1.09 -0.13
N -2.17 -0.09 -0.53
C -1.71 -1.22 0.29
C -0.25 -1.49 0.02
C 0.59 -0.29 0.43
Cl 2.24 -0.41 -0.23
H -1.54 2.00 -0.62
H -3.09 0.09 -0.16
H -1.82 -0.96 1.37
H -2.31 -2.16 0.02
H -0.01 -2.44 0.50
H -0.10 -1.67 -1.06
H 0.68 -0.30 1.52
*
```

Output
Gap between HOMO and LUMO ... 9.853 eV
Relative energy (zero: lowest compared OMol25 entry of this formula, charge and spin) ... 20.4 kcal/mol
HOMO energy ... -0.33568 Eh
Structure (SMILES) ... O=C1NNCC[C@H]1Cl

---

12.
# C4H7ClN3

A gas-phase ion, C4H7ClN3 (charge +1) at a distorted geometry (wB97M-V/def2-TZVPD, OMol25).

Geometry as ORCA input:
```
! RIJCOSX wB97M-V def2-TZVPD def2/J DEFGRID3
* xyz 1 1
Cl 2.93 -0.33 -0.72
C 1.86 0.62 0.56
C 0.46 0.14 0.29
N 0.03 -1.02 0.53
C -1.22 -1.59 0.07
N -2.00 -0.92 -0.71
N -1.58 0.27 -1.14
C -0.59 1.05 -0.31
H 2.45 0.30 1.40
H 2.08 1.69 0.43
H 0.62 -1.81 1.07
H -1.34 -2.64 0.36
H -2.33 0.83 -1.38
H -1.13 1.47 0.53
H -0.25 1.96 -0.98
*
```

Output
Gap between HOMO and LUMO (alpha / beta) ... 7.930 / 7.929 eV
Relative energy (zero: lowest compared OMol25 entry of this formula, charge and spin) ... 45.2 kcal/mol
HOMO energy (alpha / beta) ... -0.50530 / -0.50528 Eh
Structure (SMILES) ... ClCC1=[NH+]C=NNC1

---

13.
# C4H7ClO

C4H7ClO in the gas phase at a distorted geometry (wB97M-V/def2-TZVPD, OMol25).

Geometry as ORCA input:
```
! RIJCOSX wB97M-V def2-TZVPD def2/J DEFGRID3
* xyz 0 1
C -1.38 1.66 -1.02
C -1.45 0.85 0.00
Cl -2.36 1.03 1.36
O -0.67 -0.58 0.08
C 0.72 -0.60 -0.26
C 1.40 -1.32 0.86
H -1.58 2.73 -0.83
H -1.10 1.25 -1.99
H 0.81 -0.97 -1.33
H 1.12 0.42 -0.23
H 1.29 -2.44 0.80
H 2.37 -1.08 0.77
H 0.84 -0.95 1.80
*
```

Output
Gap between HOMO and LUMO ... 10.398 eV
Relative energy (zero: lowest compared OMol25 entry of this formula, charge and spin) ... 65.0 kcal/mol
HOMO energy ... -0.34895 Eh
Structure (SMILES) ... C=C(Cl)OCC

---

14.
# C4H7ClO

C4H7ClO in the gas phase at a distorted geometry (wB97M-V/def2-TZVPD, OMol25).

Geometry as ORCA input:
```
! RIJCOSX wB97M-V def2-TZVPD def2/J DEFGRID3
* xyz 0 1
O -0.41 2.26 0.43
C -0.07 1.20 -0.46
C -0.75 -0.16 -0.06
Cl -2.61 -0.14 -0.03
C -0.14 -0.94 1.10
C 0.00 -1.45 -0.36
H -0.36 1.99 1.33
H -0.38 1.72 -1.42
H 1.03 0.98 -0.36
H -0.84 -1.35 1.76
H 0.77 -0.67 1.58
H 0.83 -1.39 -0.97
H -0.55 -2.33 -0.45
*
```

Output
Gap between HOMO and LUMO ... 11.204 eV
Relative energy (zero: lowest compared OMol25 entry of this formula, charge and spin) ... 41.0 kcal/mol
HOMO energy ... -0.38092 Eh
Structure (SMILES) ... OCC1(Cl)CC1

---

15.
# C4H7ClO

C4H7ClO in the gas phase at a distorted geometry (wB97M-V/def2-TZVPD, OMol25).

Geometry as ORCA input:
```
! RIJCOSX wB97M-V def2-TZVPD def2/J DEFGRID3
* xyz 0 1
C -1.58 -0.94 0.05
C -0.23 -1.02 0.71
C 0.98 -0.34 -0.01
C 0.76 1.04 -0.57
O -0.12 1.91 0.10
Cl 2.10 -1.17 -0.90
H -1.74 -0.98 -0.96
H -2.28 -0.24 0.52
H -0.50 -0.84 1.72
H 0.25 -1.98 0.61
H 0.45 0.97 -1.61
H 1.89 1.61 -0.73
H 0.03 1.98 1.07
*
```

Output
Gap between HOMO and LUMO (alpha / beta) ... 8.488 / 7.977 eV
Relative energy (zero: lowest compared OMol25 entry of this formula, charge and spin) ... 112.6 kcal/mol
HOMO energy (alpha / beta) ... -0.31277 / -0.29094 Eh

---

16.
# C4H7ClO

C4H7ClO in the gas phase at a distorted geometry (wB97M-V/def2-TZVPD, OMol25).

Geometry as ORCA input:
```
! RIJCOSX wB97M-V def2-TZVPD def2/J DEFGRID3
* xyz 0 1
C -2.08 0.66 -0.19
C -0.81 -0.05 0.00
Cl -1.12 -1.84 -0.11
C 0.46 0.22 0.16
C 1.71 -0.62 0.44
O 2.62 -0.61 -0.60
H -2.14 1.71 -0.04
H -2.31 0.54 -1.21
H -2.91 0.26 0.28
H 0.72 1.32 0.31
H 1.26 -1.57 0.68
H 2.16 -0.24 1.40
H 2.45 0.21 -1.12
*
```

Output
Gap between HOMO and LUMO ... 10.460 eV
Relative energy (zero: lowest compared OMol25 entry of this formula, charge and spin) ... 36.1 kcal/mol
HOMO energy ... -0.35747 Eh
Structure (SMILES) ... C/C(Cl)=C/CO

---

17.
# C4H7ClO2Si

C4H7ClO2Si in the gas phase at a distorted geometry (wB97M-V/def2-TZVPD, OMol25).

Geometry as ORCA input:
```
! RIJCOSX wB97M-V def2-TZVPD def2/J DEFGRID3
* xyz 0 1
C -2.80 -3.90 -1.42
C -2.11 -3.09 -0.91
C -0.96 1.59 -1.66
C 2.30 0.15 1.67
O -0.02 1.12 -0.72
O 1.23 -0.46 0.99
Si -0.17 0.12 0.50
Cl -0.94 -1.72 -0.13
H -0.64 1.38 -2.64
H -0.90 2.70 -1.57
H -1.87 1.06 -1.66
H 1.96 0.20 2.78
H 2.67 1.11 1.26
H 3.13 -0.67 1.67
H -0.88 0.42 1.84
*
```

Output
Gap between HOMO and LUMO ... 7.610 eV
Relative energy (zero: lowest compared OMol25 entry of this formula, charge and spin) ... 125.8 kcal/mol
HOMO energy ... -0.34010 Eh

---

18.
# C4H7ClO3

A molecular structure, C4H7ClO3 at a distorted geometry (wB97M-V/def2-TZVPD, OMol25).

Geometry as ORCA input:
```
! RIJCOSX wB97M-V def2-TZVPD def2/J DEFGRID3
* xyz 0 1
C -2.04 2.55 -0.52
C 1.19 -1.28 1.66
C 1.20 -1.24 0.19
C 0.28 -0.31 -0.47
O -2.95 3.24 -0.37
O -0.07 -0.35 -1.66
O -0.29 0.49 0.40
Cl -2.21 1.53 -2.52
H 0.14 -1.09 2.04
H 1.58 -0.22 1.79
H 1.72 -2.02 2.10
H 1.16 -2.24 -0.32
H 2.21 -0.93 -0.06
H -0.98 0.67 -2.20
H -0.95 1.20 -0.05
*
```

Output
Gap between HOMO and LUMO ... 10.659 eV
Relative energy (zero: lowest compared OMol25 entry of this formula, charge and spin) ... 34.5 kcal/mol
HOMO energy ... -0.36725 Eh